Entry 1:
Below is a cluster of 18 separate species, C60H165N21O27 in total in a non-equilibrium geometry, with properties calculated with ωB97M-V/def2-TZVPD.

## Properties
Total charge: 0
DFT total energy, a.u.: -5565.916535

CARTESIAN COORDINATES (ANGSTROEM)
C 0.67 -2.31 -5.30
O 1.10 -2.47 -6.40
N 1.38 -2.76 -4.33
N -0.45 -1.70 -5.00
H 1.04 -2.65 -3.39
H 2.31 -3.10 -4.54
H -1.08 -1.33 -5.70
H -0.58 -1.58 -4.01
C -0.02 -3.96 1.00
O -0.04 -4.07 -0.23
N 0.10 -2.81 1.59
N -0.04 -4.85 1.90
H 0.19 -1.97 1.04
H 0.30 -2.79 2.58
H 0.12 -4.54 2.85
H -0.36 -5.73 1.53
C -0.95 6.33 2.90
O 0.26 6.34 3.12
N -1.46 5.58 1.99
N -1.85 7.13 3.44
H -2.36 5.82 1.60
H -0.83 5.09 1.37
H -2.76 7.14 3.00
H -1.58 7.71 4.22
C 2.08 2.36 2.61
O 1.39 1.41 2.41
N 2.03 3.47 1.90
N 3.01 2.31 3.54
H 1.42 3.62 1.11
H 2.26 4.27 2.47
H 3.59 3.13 3.70
H 3.19 1.44 4.01
C 2.28 4.77 -2.89
O 2.27 4.06 -1.92
N 1.26 5.21 -3.55
N 3.36 5.23 -3.42
H 0.29 4.98 -3.36
H 1.43 6.00 -4.16
H 4.23 5.08 -2.93
H 3.34 5.81 -4.24
C -2.65 -2.50 4.74
O -3.85 -2.41 4.65
N -1.96 -3.49 5.24
N -1.82 -1.47 4.30
H -0.98 -3.55 5.01
H -2.33 -4.40 5.52
H -2.28 -0.79 3.72
H -0.84 -1.70 4.22
C 2.59 -7.53 1.36
O 3.08 -6.48 0.58
C 2.41 -6.38 -0.70
C 2.89 -5.03 -1.39
N 4.32 -5.12 -1.57
C 4.73 -3.79 -2.17
C 6.28 -3.59 -2.00
O 7.14 -4.59 -2.59
C 8.41 -4.17 -3.00
H 2.82 -8.49 0.91
H 1.50 -7.52 1.39
H 3.01 -7.50 2.37
H 1.32 -6.35 -0.63
H 2.70 -7.28 -1.24
H 2.43 -4.22 -0.82
H 2.37 -4.90 -2.34
H 4.67 -5.17 -0.63
H 4.30 -3.01 -1.54
H 4.46 -3.66 -3.21
H 6.68 -3.55 -0.99
H 6.53 -2.57 -2.28
H 9.10 -5.00 -2.84
H 8.85 -3.31 -2.51
H 8.33 -3.84 -4.04
C -4.60 -2.60 -3.00
O -4.78 -2.29 -4.35
C -4.62 -0.88 -4.63
C -4.43 -0.73 -6.13
N -3.12 -1.10 -6.63
C -3.34 -1.30 -8.08
C -2.18 -1.90 -8.77
O -2.49 -2.00 -10.09
C -1.44 -2.44 -10.94
H -5.39 -2.25 -2.34
H -3.72 -2.08 -2.62
H -4.51 -3.68 -2.98
H -3.77 -0.47 -4.09
H -5.41 -0.19 -4.36
H -4.47 0.33 -6.39
H -5.31 -1.12 -6.65
H -2.94 -1.98 -6.17
H -3.59 -0.35 -8.57
H -4.13 -2.04 -8.26
H -2.03 -2.91 -8.38
H -1.31 -1.27 -8.60
H -1.90 -2.72 -11.89
H -0.95 -3.32 -10.54
H -0.84 -1.54 -11.12
C -3.70 -1.17 0.61
O -4.78 -1.81 1.44
C -5.33 -2.84 0.74
C -5.18 -4.18 1.38
N -5.39 -4.20 2.81
C -6.70 -3.90 3.31
C -6.70 -4.18 4.83
O -7.75 -3.51 5.43
C -8.08 -3.73 6.77
H -3.17 -0.41 1.18
H -4.07 -0.65 -0.27
H -2.84 -1.75 0.27
H -5.14 -2.86 -0.33
H -6.39 -2.60 0.76
H -4.13 -4.46 1.35
H -5.76 -4.92 0.84
H -4.84 -3.46 3.23
H -7.47 -4.46 2.77
H -6.96 -2.85 3.25
H -5.78 -3.81 5.28
H -6.96 -5.20 5.10
H -8.47 -4.74 6.90
H -8.87 -3.01 7.00
H -7.20 -3.62 7.41
C -0.40 1.68 -3.46
O -0.92 2.72 -4.13
C -2.08 2.48 -4.86
C -1.75 2.05 -6.32
N -1.25 3.22 -7.05
C -1.29 3.04 -8.49
C -2.68 2.85 -9.19
O -3.46 4.04 -9.13
C -4.77 3.94 -9.70
H 0.48 1.92 -2.87
H -0.02 1.08 -4.30
H -1.09 1.19 -2.78
H -2.59 3.44 -4.88
H -2.77 1.94 -4.21
H -2.60 1.54 -6.78
H -0.95 1.31 -6.29
H -0.29 3.42 -6.82
H -0.64 2.23 -8.81
H -0.81 3.86 -9.02
H -3.24 2.00 -8.82
H -2.64 2.77 -10.27
H -5.47 3.21 -9.29
H -4.68 3.85 -10.79
H -5.22 4.91 -9.49
C -0.80 9.61 5.79
O -1.75 8.54 5.64
C -2.31 8.16 6.88
C -3.16 6.77 6.85
N -3.28 6.08 5.62
C -3.65 4.69 5.90
C -3.23 3.85 4.69
O -1.90 3.37 4.79
C -1.53 2.49 3.79
H -0.39 10.01 4.86
H 0.10 9.33 6.32
H -1.29 10.45 6.29
H -3.01 8.94 7.17
H -1.57 7.98 7.65
H -4.15 6.75 7.30
H -2.58 6.24 7.60
H -2.41 6.19 5.11
H -4.65 4.54 6.29
H -2.99 4.23 6.64
H -3.41 4.27 3.70
H -3.93 3.02 4.65
H -0.54 2.11 4.06
H -1.60 2.99 2.82
H -2.21 1.64 3.81
C -3.47 3.26 0.01
O -4.72 3.34 -0.59
C -5.65 4.21 -0.01
C -7.11 4.32 -0.75
N -7.95 3.13 -0.81
C -7.51 2.29 -1.91
C -8.19 0.89 -1.89
O -7.76 0.09 -2.96
C -8.41 -1.17 -3.16
H -3.57 2.51 0.80
H -3.17 4.20 0.46
H -2.73 2.98 -0.74
H -5.21 5.19 0.22
H -5.82 3.85 1.01
H -6.92 4.74 -1.74
H -7.66 5.05 -0.16
H -8.88 3.52 -0.94
H -6.44 2.12 -1.98
H -7.71 2.74 -2.89
H -9.27 0.99 -1.96
H -7.88 0.40 -0.97
H -8.56 -1.73 -2.24
H -7.99 -1.83 -3.91
H -9.40 -0.86 -3.52
C 6.43 -6.09 2.81
O 6.22 -4.71 3.02
C 5.17 -4.10 2.18
C 3.78 -4.20 2.79
N 3.85 -4.09 4.22
C 3.51 -5.27 5.02
C 3.76 -4.98 6.54
O 2.93 -3.87 6.91
C 2.96 -3.63 8.34
H 7.10 -6.36 3.63
H 7.01 -6.23 1.89
H 5.55 -6.73 2.80
H 5.14 -4.47 1.15
H 5.42 -3.04 2.12
H 3.35 -5.17 2.54
H 3.11 -3.44 2.37
H 4.82 -4.03 4.47
H 4.08 -6.15 4.71
H 2.48 -5.56 4.81
H 4.79 -4.71 6.73
H 3.61 -5.85 7.18
H 2.71 -4.49 8.95
H 2.33 -2.80 8.66
H 3.96 -3.28 8.57
C 2.49 -0.42 5.54
O 3.62 0.34 5.38
C 4.39 0.73 6.53
C 5.90 0.83 6.09
N 6.05 2.03 5.21
C 7.32 2.38 4.70
C 7.80 1.46 3.52
O 7.06 1.22 2.39
C 6.62 2.44 1.79
H 1.77 0.07 6.19
H 2.62 -1.44 5.89
H 1.90 -0.50 4.63
H 4.42 -0.12 7.21
H 3.95 1.52 7.14
H 6.15 -0.08 5.55
H 6.56 0.86 6.96
H 5.43 1.84 4.44
H 8.05 2.40 5.50
H 7.25 3.35 4.22
H 7.94 0.51 4.03
H 8.76 1.84 3.19
H 5.87 2.09 1.07
H 7.44 2.92 1.26
H 6.04 3.14 2.39
C 8.52 -0.22 -4.69
O 7.59 0.15 -3.69
C 6.78 1.26 -4.14
C 5.65 1.63 -3.14
N 4.78 0.51 -2.71
C 3.51 0.89 -2.04
C 2.80 -0.29 -1.36
O 2.96 -0.16 0.00
C 4.25 -0.44 0.61
H 7.94 -0.59 -5.53
H 9.10 -1.11 -4.45
H 9.20 0.54 -5.09
H 6.36 0.95 -5.10
H 7.35 2.14 -4.43
H 5.05 2.43 -3.58
H 6.14 2.08 -2.27
H 5.22 -0.07 -2.01
H 2.85 1.27 -2.82
H 3.65 1.69 -1.31
H 3.02 -1.32 -1.67
H 1.75 -0.24 -1.66
H 4.13 -0.37 1.69
H 4.97 0.36 0.45
H 4.75 -1.41 0.51
O -0.45 0.07 0.19
H 0.49 0.08 0.34
H -0.68 0.98 0.03
O 0.45 4.86 -0.06
H -0.27 5.03 -0.66
H 1.19 4.66 -0.62
O -0.25 -1.81 -1.78
H -0.40 -1.25 -1.01
H -0.38 -2.70 -1.45


Entry 2:
Below is a structure of composition C60H43F5N7O4SW in a non-equilibrium geometry, with properties calculated with ωB97M-V/def2-TZVPD.

## Properties
Total charge: +3
DFT total energy, a.u.: -3959.974619

CARTESIAN COORDINATES (ANGSTROEM)
W -0.09 0.91 0.35
C -6.50 -4.44 -5.43
O -5.09 -4.14 -5.53
C -4.53 -3.41 -4.56
C -5.22 -2.89 -3.47
C -4.53 -2.12 -2.54
C -3.16 -1.89 -2.66
C -2.48 -2.45 -3.76
C -3.16 -3.18 -4.70
C -2.45 -1.11 -1.66
C -1.30 -1.66 -1.01
C -1.03 -3.01 -1.01
C -0.52 -3.33 0.26
C -0.51 -2.18 1.00
N -0.81 -1.08 0.18
C -0.84 -2.17 2.41
C -1.07 -0.96 2.98
C -1.22 -0.73 4.39
C -0.64 0.47 4.68
C -0.12 0.93 3.46
C 1.09 1.71 3.19
C 2.32 1.16 3.83
C 3.01 1.90 4.80
C 4.16 1.41 5.37
C 4.65 0.16 4.99
O 5.78 -0.24 5.60
C 6.34 -1.50 5.23
C 3.97 -0.59 4.02
C 2.81 -0.08 3.46
C 1.08 3.01 2.55
N 1.08 1.92 1.73
C 0.44 3.77 -0.32
C -0.53 3.88 -1.49
C -0.46 4.36 -2.74
C 0.80 4.80 -3.28
C 0.89 5.32 -4.53
C -0.31 5.41 -5.31
O -0.33 5.87 -6.51
C 0.88 6.36 -7.17
C -1.58 5.00 -4.80
C -1.65 4.49 -3.56
C -2.55 2.26 -0.84
C -3.81 2.20 -1.43
C -3.99 0.87 -1.74
C -2.89 0.14 -1.25
N -2.03 1.05 -0.58
C 1.72 5.13 1.42
C 1.34 4.31 2.64
N -0.48 0.19 2.39
C -1.00 -3.43 3.13
C -2.19 -3.73 3.80
C -2.35 -4.92 4.49
C -1.30 -5.83 4.54
O -1.34 -7.00 5.18
C -2.54 -7.34 5.89
C -0.10 -5.55 3.87
C 0.04 -4.37 3.17
H -6.73 -5.05 -6.29
H -7.08 -3.51 -5.47
H -6.71 -4.99 -4.51
H -6.27 -3.07 -3.33
H -5.07 -1.76 -1.67
H -1.42 -2.27 -3.89
H -2.65 -3.59 -5.57
H -1.33 -3.71 -1.76
H -0.38 -4.33 0.65
H -1.59 -1.45 5.09
H -0.48 0.92 5.64
H 2.63 2.87 5.11
H 4.69 1.97 6.13
H 7.25 -1.60 5.80
H 6.57 -1.52 4.17
H 5.66 -2.31 5.49
H 4.33 -1.56 3.72
H 2.29 -0.68 2.72
H 1.69 4.73 -2.66
H 1.84 5.65 -4.92
H 0.55 6.71 -8.13
H 1.58 5.54 -7.28
H 1.30 7.18 -6.59
H -2.44 5.11 -5.44
H -2.61 4.17 -3.16
H -4.45 3.03 -1.67
H -4.79 0.46 -2.33
H 2.18 6.07 1.71
H 1.37 4.78 3.61
H -3.02 -3.03 3.74
H -3.29 -5.13 4.98
H -2.36 -8.31 6.34
H -3.39 -7.40 5.21
H -2.74 -6.60 6.67
H 0.71 -6.26 3.94
H 0.99 -4.15 2.69
N 3.79 1.89 -0.87
C 4.06 0.52 -0.89
C 5.22 -0.18 -1.18
C 5.14 -1.56 -1.09
C 3.94 -2.20 -0.71
C 2.80 -1.49 -0.43
C 2.88 -0.10 -0.52
N 1.95 0.91 -0.27
C 2.52 2.08 -0.50
C 1.93 3.41 -0.22
C 2.59 4.22 0.61
S 0.32 5.47 0.34
C -1.64 3.35 -0.56
N -0.59 2.80 0.29
H 4.43 2.63 -1.15
H 6.14 0.31 -1.47
H 6.01 -2.16 -1.31
H 3.92 -3.28 -0.66
H 1.87 -1.98 -0.16
H 3.61 4.05 0.91
H -2.13 4.20 -0.06
F 0.68 -0.32 -2.13
C 0.28 1.00 -2.18
F 1.37 1.69 -2.64
C -0.69 1.04 -3.46
F -0.17 1.80 -4.44
F -1.90 1.54 -3.19
F -0.86 -0.18 -3.95


no.,gap between HOMO and LUMO (eV)
1,8.11
2,4.86